No. 1
Formula: C8H9N7O2Sr
Source: the OMol25 dataset
Level of theory: ωB97M-V/def2-TZVPD

Last column: Mulliken charge in e.
Positions of all 27 atoms, in Å:
Sr 0.15 -2.12 -0.33  2.329
N 2.64 -2.53 -0.17  -0.659
N 2.79 -2.07 1.17  -0.149
C 1.73 -2.27 2.14  0.714
O 2.11 -2.42 3.29  -0.665
O 0.54 -2.23 1.68  -1.071
H 2.93 -3.51 -0.24  0.231
H 3.28 -1.99 -0.75  0.222
H 3.67 -2.31 1.61  0.266
N -6.33 -0.84 0.19  -0.501
C -5.43 -1.50 -0.10  0.483
N -4.47 -2.30 -0.45  -0.626
C -3.22 -2.25 -0.51  0.608
N -2.05 -2.32 -0.66  -1.014
N 0.10 4.42 -0.49  -0.464
C 0.12 3.07 -0.52  1.231
C -1.07 2.32 -0.51  -0.688
C -1.00 0.95 -0.56  -0.164
N 0.15 0.26 -0.61  -0.686
C 1.28 0.98 -0.61  -0.227
C 1.32 2.35 -0.57  -0.732
H -0.76 4.92 -0.38  0.194
H 0.96 4.93 -0.42  0.192
H -2.03 2.82 -0.46  0.324
H -1.90 0.35 -0.55  0.277
H 2.21 0.42 -0.63  0.273
H 2.27 2.87 -0.57  0.302

Properties
Total charge: 0
Energy above the lowest of the compared OMol25 structures with the same formula, charge and spin in kcal/mol: 22.06
E in eV: -23804.476
Molar mass in Da: 322.827
HOMO level in eV: -8.40
Lowest unoccupied orbital energy in eV: -0.6

=====

No. 2
Formula: C54H79N5O34S3
Source: the OMol25 dataset
Level of theory: ωB97M-V/def2-TZVPD

Last column: Mulliken charge in e.
Positions of all 175 atoms, in Å:
C 20.72 -11.01 39.71  -0.560
O 21.88 -10.24 39.48  -0.412
C 21.75 -8.94 39.26  0.643
O 20.72 -8.31 39.22  -0.317
O 22.99 -8.47 39.15  -0.478
C 23.16 -7.05 39.04  -0.397
H 20.37 -10.75 40.72  0.456
H 21.03 -12.04 39.83  0.225
H 19.91 -10.88 39.01  0.035
H 23.26 -6.64 40.05  0.322
H 22.39 -6.55 38.47  0.059
H 24.14 -6.86 38.59  0.290
C 12.72 -5.42 39.31  -0.704
O 13.64 -4.72 38.47  -0.343
C 14.46 -5.50 37.74  0.820
O 14.68 -6.66 37.94  -0.485
O 14.93 -4.74 36.75  -0.373
C 15.83 -5.39 35.85  -0.507
H 11.87 -5.74 38.69  0.303
H 12.36 -4.76 40.07  0.243
H 13.14 -6.35 39.71  0.296
H 15.33 -6.16 35.26  0.414
H 16.71 -5.75 36.36  0.040
H 16.12 -4.67 35.10  0.353
C 14.25 -7.79 28.23  -0.681
O 15.43 -7.75 29.00  -0.343
C 15.56 -8.75 29.88  0.662
O 14.72 -9.57 30.11  -0.532
O 16.76 -8.68 30.42  -0.218
C 17.14 -9.77 31.27  -0.175
H 14.27 -6.94 27.55  0.234
H 13.35 -7.75 28.84  0.290
H 14.21 -8.70 27.64  0.305
H 17.08 -10.67 30.65  0.350
H 16.48 -9.91 32.13  0.085
H 18.17 -9.65 31.56  0.019
C 17.42 -14.43 38.09  -0.247
O 17.91 -15.69 37.65  -0.186
C 17.24 -16.77 38.02  0.701
O 16.35 -16.82 38.82  -0.576
O 17.76 -17.82 37.37  -0.304
C 16.90 -18.97 37.24  -0.694
H 16.94 -14.41 39.06  0.374
H 16.78 -13.98 37.33  -0.015
H 18.25 -13.73 38.11  0.007
H 17.29 -19.78 37.86  0.263
H 16.85 -19.20 36.19  0.218
H 15.91 -18.75 37.64  0.361
C 21.52 -16.18 34.57  -0.499
O 21.92 -14.85 34.85  -0.247
C 22.48 -14.15 33.86  0.736
O 23.04 -14.59 32.90  -0.609
O 22.32 -12.88 34.17  -0.145
C 22.89 -11.88 33.35  -0.587
H 20.68 -16.17 33.89  0.049
H 21.37 -16.69 35.51  0.251
H 22.30 -16.75 34.04  0.352
H 22.23 -11.54 32.56  0.009
H 23.83 -12.19 32.89  0.425
H 23.10 -11.02 33.99  0.265
C 18.55 -3.66 35.85  -0.268
C 18.05 -2.92 36.90  0.123
C 17.67 -1.61 36.68  -0.306
C 17.77 -1.09 35.40  -0.432
C 18.28 -1.81 34.34  -0.491
C 18.69 -3.11 34.58  -0.685
N 17.43 0.32 35.20  1.025
O 17.04 0.96 36.15  -0.623
O 17.55 0.76 34.07  -0.626
H 18.92 -4.66 36.07  0.445
H 17.98 -3.40 37.87  0.304
H 17.35 -0.92 37.45  0.521
H 18.32 -1.41 33.34  0.489
H 19.08 -3.73 33.78  0.520
C 16.94 -4.98 40.43  -0.320
C 17.27 -3.95 41.30  -0.997
C 18.60 -3.60 41.44  -0.544
C 19.55 -4.16 40.61  -0.225
C 19.20 -5.08 39.65  0.047
C 17.87 -5.48 39.54  -0.236
N 20.95 -3.80 40.81  1.113
O 21.73 -4.18 39.96  -0.500
O 21.25 -3.16 41.80  -0.647
H 15.93 -5.39 40.49  0.463
H 16.55 -3.58 42.01  0.401
H 18.89 -2.84 42.15  0.502
H 19.94 -5.58 39.04  0.615
H 17.71 -6.25 38.80  0.330
C 11.91 -11.89 35.60  -0.396
C 12.45 -11.26 34.49  -0.717
C 13.78 -11.49 34.16  -0.410
C 14.57 -12.26 35.00  -0.105
C 14.05 -12.83 36.15  0.069
C 12.70 -12.68 36.43  -0.824
N 15.92 -12.57 34.59  1.160
O 16.56 -13.33 35.29  -0.556
O 16.33 -12.09 33.55  -0.523
H 10.84 -11.81 35.80  0.394
H 11.86 -10.64 33.83  0.467
H 14.20 -11.03 33.28  0.592
H 14.68 -13.44 36.78  0.346
H 12.26 -13.11 37.31  0.418
C 17.73 -16.56 31.87  -0.556
C 17.43 -16.11 30.59  -0.587
C 17.79 -14.82 30.23  -0.334
C 18.48 -14.03 31.12  -0.479
C 18.69 -14.43 32.43  0.222
C 18.32 -15.71 32.80  -0.965
N 18.85 -12.68 30.71  0.980
O 19.58 -12.05 31.44  -0.472
O 18.41 -12.26 29.64  -0.635
H 17.48 -17.58 32.14  0.415
H 16.96 -16.71 29.82  0.401
H 17.53 -14.50 29.23  0.502
H 19.16 -13.76 33.14  0.772
H 18.49 -16.05 33.81  0.698
C 23.73 -5.32 36.04  -0.374
C 24.89 -4.89 36.65  -0.806
C 24.83 -3.86 37.58  -0.540
C 23.66 -3.18 37.78  -0.260
C 22.52 -3.55 37.13  -0.051
C 22.55 -4.66 36.28  -0.308
N 23.65 -2.03 38.67  1.198
O 22.69 -1.29 38.61  -0.619
O 24.60 -1.88 39.40  -0.645
H 23.70 -6.20 35.40  0.431
H 25.82 -5.39 36.46  0.387
H 25.72 -3.61 38.14  0.499
H 21.55 -3.11 37.31  0.602
H 21.63 -4.96 35.80  0.419
O 16.87 -10.78 37.45  -0.192
S 16.53 -10.75 38.84  0.955
O 15.18 -10.93 39.26  -0.704
O 17.46 -11.83 39.55  0.172
C 17.44 -11.86 40.99  -0.583
C 18.20 -13.04 41.52  -1.138
C 17.12 -9.21 39.46  -0.774
H 16.38 -11.78 41.27  0.571
H 17.93 -10.96 41.37  0.275
H 19.27 -12.93 41.31  0.216
H 17.91 -13.99 41.07  0.260
H 18.08 -13.05 42.60  0.400
H 16.72 -8.47 38.77  -0.021
H 18.22 -9.20 39.46  0.073
H 16.76 -9.06 40.47  0.609
O 18.82 -7.12 36.92  0.319
S 19.31 -7.97 35.88  0.349
O 20.43 -7.51 35.11  -0.179
O 19.71 -9.33 36.59  0.128
C 20.41 -10.39 35.87  0.538
C 19.93 -11.77 36.28  -0.287
C 18.00 -8.60 34.86  -1.188
H 21.48 -10.25 36.02  0.160
H 20.21 -10.21 34.81  -0.905
H 20.46 -12.20 37.13  0.200
H 20.19 -12.38 35.41  0.065
H 18.86 -11.87 36.43  -0.228
H 17.15 -8.80 35.51  0.310
H 18.35 -9.51 34.39  0.191
H 17.86 -7.84 34.09  0.744
O 21.02 -9.20 32.50  -0.312
S 22.22 -8.63 31.98  1.214
O 23.52 -9.09 32.27  -0.734
O 22.15 -8.67 30.39  -0.433
C 20.87 -8.47 29.75  0.098
C 21.00 -7.39 28.68  -1.314
C 22.10 -6.89 32.28  -0.436
H 20.18 -8.04 30.48  0.159
H 20.45 -9.39 29.37  0.303
H 20.01 -7.23 28.26  0.389
H 21.64 -7.70 27.85  0.322
H 21.35 -6.46 29.11  0.299
H 22.95 -6.41 31.79  0.509
H 22.16 -6.71 33.35  -0.233
H 21.16 -6.51 31.89  0.204

Properties
Total charge: 0
E in eV: -166836.176
Molar mass in Da: 1438.428
HOMO level in eV: -9.86
Lowest unoccupied orbital energy in eV: -0.7

=====

No. 3
Formula: C4H8NO2
Source: the OMol25 dataset
Level of theory: ωB97M-V/def2-TZVPD

Last column: Mulliken charge in e.
Positions of all 15 atoms, in Å:
O -3.05 -0.97 -1.80  -0.616
C -2.23 -1.00 -0.88  0.028
N -0.98 -0.50 -0.86  -0.044
C -0.32 -0.53 0.40  -0.354
C 0.57 0.72 0.59  -0.920
C 1.95 0.73 0.00  -0.364
O 2.39 2.03 -0.19  -0.918
H -2.47 -1.41 0.07  0.360
H -0.49 0.15 -1.42  0.293
H -1.02 -0.32 1.29  0.294
H 0.21 -1.49 0.63  0.197
H 0.88 0.75 1.70  0.306
H -0.02 1.65 0.57  0.359
H 2.17 0.05 -0.88  0.232
H 2.42 0.15 0.79  0.148

Properties
Total charge: -1
Energy above the lowest of the compared OMol25 structures with the same formula, charge and spin in kcal/mol: 75.33
E in eV: -9861.520
SMILES string: O=CNCCC[O-]
Molar mass in Da: 102.113
HOMO level in eV: -2.47
Lowest unoccupied orbital energy in eV: 3.6

=====

Look up the E of the third one.
-9861.520 eV